Entry 1:
{"formula": "C2H3BrN2", "method": "ωB97M-V/def2-TZVPD", "molar_mass_da": 134.96, "lumo_energy_ha": [-0.013, -0.004], "homo_lumo_gap_ev": [8.224, 8.486], "energy_ha": -2761.3982, "symbols": ["C", "C", "N", "N", "Br", "H", "H", "H"], "coordinates": [[1.43691, -0.88109, 0.17234], [0.20461, -0.06895, -0.00265], [1.31948, -2.13318, 1.15459], [1.24518, -1.58161, 2.18245], [3.06145, 0.05769, 0.25926], [0.31491, 0.97891, 0.28053], [-0.63498, -0.51404, 0.53080], [-0.04087, -0.11855, -1.06898]], "nbo_charge": [0.047, -0.728, -0.147, 0.015, 0.092, 0.233, 0.242, 0.246]}

Entry 2:
{"formula": "C16H30N5O5S", "method": "ωB97M-V/def2-TZVPD", "charge": 1, "molar_mass_da": 404.51, "lumo_energy_ha": -0.098, "homo_lumo_gap_ev": 7.356, "energy_ha": -1675.6413, "symbols": ["O", "O", "O", "S", "O", "O", "C", "C", "C", "C", "C", "C", "N", "N", "N", "N", "C", "C", "C", "C", "C", "C", "C", "C", "C", "C", "N", "H", "H", "H", "H", "H", "H", "H", "H", "H", "H", "H", "H", "H", "H", "H", "H", "H", "H", "H", "H", "H", "H", "H", "H", "H", "H", "H", "H", "H", "H"], "coordinates": [[-4.09573, -2.99844, -1.58135], [4.57876, -0.37783, 1.76026], [-2.49142, 0.75996, -1.37653], [4.73386, 0.97526, 7.94969], [3.68472, -1.85740, 3.23068], [-1.07063, 0.13257, -5.35531], [-3.83549, -1.95982, -2.16538], [3.63779, -0.76354, 2.43076], [-2.08693, 0.71532, -2.53678], [4.04135, 1.25166, 6.47374], [3.76984, 1.87370, 4.31306], [2.78179, 0.95780, 4.61118], [4.50969, 2.07415, 5.47682], [2.93854, 0.61651, 5.95306], [-1.71718, 1.82424, -3.18549], [-2.58241, -1.78887, -2.59712], [-4.94378, -0.94189, -2.36926], [-1.86604, 3.18654, -2.67804], [1.75286, 0.33638, 3.69875], [-3.41766, -0.13447, -5.30438], [1.91879, -0.90475, 0.05938], [0.12175, 0.24042, 1.14183], [0.81202, -1.93340, 1.92713], [2.31152, 0.02446, 2.28736], [-1.89541, -0.64584, -3.23959], [-2.08402, -0.65406, -4.77183], [1.29729, -0.63827, 1.38146], [4.61016, -2.15875, 3.22449], [-1.09652, -0.01622, -6.30720], [3.96300, 2.33605, 3.34642], [5.41015, 2.54608, 5.53733], [2.49419, -0.16636, 6.42973], [-1.36520, 1.69945, -4.12903], [-2.01550, -2.60127, -2.41762], [-5.44625, -0.79485, -1.41447], [-5.65716, -1.34325, -3.08658], [-4.57840, 0.01640, -2.71836], [-2.92366, 3.45783, -2.65394], [-1.33423, 3.88680, -3.32428], [-1.46488, 3.25582, -1.66603], [0.89826, 1.01603, 3.63278], [1.40459, -0.58886, 4.16718], [-3.37858, -0.06253, -6.39171], [-3.64693, 0.84901, -4.89538], [-4.21274, -0.83178, -5.04494], [2.33395, 0.01534, -0.36892], [2.73419, -1.63293, 0.14529], [1.18160, -1.30566, -0.64592], [-0.45392, 0.39042, 2.06202], [-0.55701, -0.19344, 0.39660], [0.43420, 1.22464, 0.77524], [0.24195, -1.78433, 2.85073], [1.64864, -2.60494, 2.15259], [0.15600, -2.43982, 1.20951], [2.59693, 0.98172, 1.84006], [-0.83330, -0.84546, -3.11136], [-1.94740, -1.67553, -5.12829]], "nbo_charge": [-0.626, -0.547, -0.663, -0.208, -0.677, -0.745, 0.686, 0.770, 0.658, 0.221, -0.071, 0.081, -0.549, -0.554, -0.613, -0.613, -0.705, -0.412, -0.444, -0.640, -0.419, -0.430, -0.432, -0.122, -0.145, 0.095, -0.212, 0.525, 0.489, 0.232, 0.448, 0.441, 0.429, 0.406, 0.255, 0.241, 0.208, 0.212, 0.217, 0.207, 0.242, 0.234, 0.219, 0.214, 0.225, 0.244, 0.243, 0.238, 0.240, 0.268, 0.238, 0.239, 0.250, 0.249, 0.259, 0.226, 0.181]}

Entry 3:
{"formula": "C30H33AsBrN6OS4Sm", "method": "ωB97M-V/def2-TZVPD", "charge": -2, "spin_multiplicity": 6, "molar_mass_da": 927.09, "lumo_energy_ha": [0.139, 0.139], "homo_lumo_gap_ev": [5.031, 5.039], "energy_ha": -8627.4293, "symbols": ["Sm", "S", "As", "S", "S", "S", "C", "C", "C", "C", "C", "C", "C", "C", "C", "C", "C", "C", "C", "C", "C", "N", "H", "H", "H", "H", "H", "H", "H", "H", "H", "H", "C", "C", "C", "C", "C", "C", "C", "Br", "C", "O", "C", "C", "C", "C", "C", "C", "H", "H", "H", "H", "H", "H", "H", "H", "H", "H", "H", "H", "H", "H", "H", "H", "H", "H", "H", "H", "N", "N", "N", "C", "N", "N", "H", "H", "H"], "coordinates": [[0.09960, -0.10960, -0.12240], [0.11400, -0.31020, -3.62690], [1.86650, -0.68240, -2.42440], [1.31220, -2.32920, -1.09100], [2.23740, 1.16500, -1.32010], [3.44180, -1.18600, -3.72570], [3.82170, -0.94240, 2.92720], [3.90750, 0.24240, 3.64230], [2.96730, 1.22610, 3.42760], [1.93720, 1.03860, 2.49990], [1.79040, -0.17290, 1.76730], [2.77510, -1.14240, 2.04120], [0.97800, 2.12230, 2.28430], [1.34040, 3.47980, 2.48590], [0.41480, 4.47250, 2.34340], [-0.91040, 4.13080, 1.99480], [-1.93520, 5.07810, 1.83070], [-3.19850, 4.69040, 1.46060], [-3.48270, 3.33340, 1.26310], [-2.50490, 2.38380, 1.42210], [-1.18940, 2.75360, 1.77780], [-0.25120, 1.79070, 1.89740], [4.57230, -1.71220, 3.07770], [4.69630, 0.39960, 4.37040], [3.01480, 2.13730, 4.01360], [2.74210, -2.09670, 1.51560], [2.36320, 3.71880, 2.73240], [0.67500, 5.51560, 2.48790], [-1.70210, 6.12150, 1.99690], [-3.98340, 5.42270, 1.31260], [-4.48700, 3.04200, 0.97860], [-2.70210, 1.33080, 1.27380], [-6.40600, -4.34700, 3.52260], [-6.11340, -3.99970, 2.05820], [-7.31810, -3.22140, 1.51020], [-5.95240, -5.31640, 1.28460], [-4.85670, -3.15620, 1.89680], [-4.45720, -2.74840, 0.62830], [-3.31630, -1.99780, 0.50500], [-2.67810, -1.40890, -1.22750], [-2.46170, -1.59930, 1.56620], [-1.41980, -0.91080, 1.29780], [-2.89220, -2.02590, 2.85840], [-4.05580, -2.76960, 2.96560], [-2.13440, -1.72990, 4.15330], [-3.03340, -0.90980, 5.09610], [-1.76120, -3.05810, 4.83580], [-0.84050, -0.94250, 3.94700], [-7.31020, -4.95380, 3.58780], [-6.56280, -3.44450, 4.10990], [-5.58730, -4.91570, 3.95790], [-8.23310, -3.80270, 1.62280], [-7.18640, -2.98440, 0.45890], [-7.43200, -2.28500, 2.05210], [-6.83260, -5.94570, 1.41530], [-5.08320, -5.85980, 1.64690], [-5.81370, -5.13590, 0.22320], [-5.01710, -3.01190, -0.25490], [-4.34820, -3.07550, 3.95770], [-3.94550, -1.44270, 5.36050], [-3.31130, 0.02590, 4.61630], [-2.49760, -0.67960, 6.01730], [-2.63740, -3.64360, 5.10990], [-1.18840, -2.86580, 5.74290], [-1.15060, -3.65440, 4.16220], [-1.03180, 0.01520, 3.47330], [-0.14620, -1.48530, 3.31060], [-0.35790, -0.76570, 4.90890], [-1.98450, 1.85930, -4.02760], [-1.45810, 2.28140, -2.84820], [-0.94770, 3.48030, -2.68780], [-0.44670, 3.40870, -1.47050], [-0.65180, 2.21320, -0.91230], [-1.28870, 1.49810, -1.80720], [-1.19880, 1.62670, -4.65110], [-2.43930, 0.96570, -3.84340], [0.06880, 4.20900, -0.98140]], "mulliken_charge": [-0.329, -0.621, 0.511, -0.468, -0.519, -0.650, -0.745, -0.641, -1.187, 0.863, 0.475, -0.304, 0.656, -0.724, -1.353, 1.306, -0.827, -0.589, -1.002, -0.243, -0.438, 0.792, 0.366, 0.343, 0.398, 0.277, 0.554, 0.355, 0.385, 0.371, 0.467, 0.610, -2.120, 2.033, -1.721, -1.728, 0.024, -0.131, 0.012, -0.234, 0.304, 0.390, -0.417, -0.568, 2.706, -1.868, -1.849, -2.594, 0.451, 0.380, 0.374, 0.457, 0.323, 0.368, 0.455, 0.375, 0.332, 0.401, 0.177, 0.337, 0.314, 0.491, 0.322, 0.473, 0.386, 0.079, 0.433, 0.668, -1.034, 0.981, -1.030, -0.325, 0.371, -0.054, 0.273, 0.380, 0.514]}

Entry 4:
{"formula": "C9H21CrF6N7O20S2", "method": "ωB97M-V/def2-TZVPD", "spin_multiplicity": 5, "molar_mass_da": 777.41, "lumo_energy_ha": [-0.082, -0.062], "homo_lumo_gap_ev": [8.349, 8.954], "energy_ha": -4683.0294, "symbols": ["Cr", "C", "F", "F", "F", "S", "O", "O", "O", "C", "F", "F", "F", "S", "O", "O", "O", "C", "N", "O", "O", "H", "H", "H", "C", "N", "O", "O", "H", "H", "H", "C", "N", "O", "O", "H", "H", "H", "C", "N", "O", "O", "H", "H", "H", "C", "N", "O", "O", "H", "H", "H", "C", "N", "O", "O", "H", "H", "H", "C", "N", "O", "O", "H", "H", "H"], "coordinates": [[-34.91740, 19.54974, -18.93724], [-35.13873, 15.28284, -17.85482], [-34.80593, 15.79254, -16.66461], [-34.04858, 15.20463, -18.60576], [-35.65985, 14.08412, -17.65371], [-36.42890, 16.38408, -18.67924], [-37.62131, 16.35634, -17.85873], [-35.77631, 17.71203, -18.77498], [-36.63474, 15.82338, -19.99567], [-36.26183, 18.98771, -14.83237], [-36.11889, 17.78905, -15.41843], [-37.50340, 19.41690, -15.07556], [-36.11992, 18.82931, -13.52943], [-34.99799, 20.14431, -15.54906], [-35.18601, 19.87442, -16.97375], [-35.37159, 21.47821, -15.13098], [-33.72345, 19.72644, -15.02563], [-33.62504, 16.41968, -21.63878], [-33.26482, 17.85164, -21.50696], [-32.59133, 18.33869, -22.36076], [-33.72934, 18.49224, -20.58713], [-33.58627, 16.16287, -22.68766], [-34.59750, 16.27641, -21.17069], [-32.87344, 15.89863, -21.04405], [-39.47630, 19.56089, -17.98246], [-38.42157, 19.62943, -18.99217], [-37.30736, 19.92817, -18.58477], [-38.65250, 19.36413, -20.14070], [-39.18369, 18.74365, -17.32132], [-40.38137, 19.22374, -18.47946], [-39.61276, 20.49477, -17.45187], [-37.05805, 13.20467, -22.71351], [-38.50383, 13.02752, -22.44218], [-39.16402, 14.02891, -22.54129], [-38.91854, 11.93789, -22.11967], [-36.54553, 12.24796, -22.78158], [-36.60449, 13.80001, -21.92647], [-37.00690, 13.68277, -23.68778], [-37.93213, 14.87694, -14.65498], [-37.80907, 14.03882, -13.43798], [-37.97599, 12.83654, -13.60566], [-37.52144, 14.56005, -12.38299], [-38.65725, 14.53339, -15.38850], [-37.01656, 14.89172, -15.24510], [-38.13717, 15.88785, -14.31401], [-31.80414, 17.12467, -16.41490], [-32.25357, 17.49854, -17.78857], [-31.68365, 17.02450, -18.73613], [-33.15049, 18.30726, -17.84879], [-30.84492, 16.62849, -16.48978], [-32.57754, 16.43771, -16.07526], [-31.78917, 18.02795, -15.81371], [-40.80923, 15.99169, -18.21023], [-40.97424, 15.24552, -19.49173], [-40.49718, 14.14630, -19.57931], [-41.53809, 15.83341, -20.37941], [-41.55622, 16.76182, -18.10010], [-39.77813, 16.30868, -18.39454], [-40.73060, 15.30080, -17.37515], [-38.14692, 12.38452, -18.73513], [-39.15762, 11.76838, -17.84179], [-39.56830, 10.66681, -18.08364], [-39.46225, 12.43890, -16.87632], [-38.30161, 13.45844, -18.70765], [-38.25670, 12.03677, -19.75663], [-37.17133, 12.18108, -18.30312]], "nbo_charge": [1.595, 0.732, -0.318, -0.318, -0.304, 2.346, -0.965, -1.072, -0.974, 0.712, -0.328, -0.321, -0.297, 2.358, -1.067, -0.933, -0.959, -0.495, 0.582, -0.298, -0.501, 0.243, 0.267, 0.255, -0.490, 0.557, -0.462, -0.318, 0.260, 0.237, 0.253, -0.496, 0.536, -0.354, -0.379, 0.223, 0.243, 0.231, -0.499, 0.528, -0.375, -0.370, 0.251, 0.236, 0.225, -0.485, 0.571, -0.364, -0.443, 0.233, 0.250, 0.268, -0.509, 0.549, -0.387, -0.377, 0.224, 0.258, 0.239, -0.495, 0.546, -0.356, -0.405, 0.242, 0.237, 0.225]}

Entry 5:
{"formula": "C4H6O2", "method": "ωB97M-V/def2-TZVPD", "molar_mass_da": 86.09, "lumo_energy_ha": 0.034, "homo_lumo_gap_ev": 10.814, "energy_ha": -306.4448, "symbols": ["C", "C", "O", "C", "C", "O", "H", "H", "H", "H", "H", "H"], "coordinates": [[-1.50599, -0.37236, -0.35991], [-0.53190, -0.57964, 0.77280], [-0.60862, -1.49978, 1.55818], [0.60373, 0.39703, 0.92201], [1.61355, 0.43728, -0.14228], [0.69077, 1.49707, 0.03350], [-1.03858, 0.09340, -1.23136], [-1.96495, -1.32764, -0.62162], [-2.29288, 0.31069, -0.01743], [0.90892, 0.59130, 1.94965], [1.46552, -0.15974, -1.04292], [2.65064, 0.63810, 0.11997]], "nbo_charge": [-0.726, 0.564, -0.529, -0.050, -0.092, -0.476, 0.234, 0.239, 0.248, 0.211, 0.184, 0.194]}